{
  "formula": "C7H12Cl2N3",
  "method": "ωB97M-V with the def2-TZVPD basis set",
  "charge": 1,
  "gap_ha": 0.3080,
  "lumo_ev": -3.7,
  "elements": ["Cl", "Cl", "N", "N", "N", "C", "C", "C", "C", "C", "C", "C", "H", "H", "H", "H", "H", "H", "H", "H", "H", "H", "H", "H"],
  "xyz": [[3.618, -2.284, -0.864], [5.201, 2.257, 0.226], [3.126, -0.037, 0.461], [0.936, 0.060, 0.368], [1.293, -0.993, -0.316], [-2.112, -1.282, -0.786], [-2.494, 0.142, -1.275], [-2.635, 0.902, 0.115], [-1.811, -1.149, 0.621], [2.608, -1.066, -0.274], [-2.089, 0.052, 1.158], [2.029, 0.633, 0.950], [-1.192, -1.756, -1.365], [-2.019, 0.385, 2.171], [-3.306, 0.262, -1.895], [-2.884, -2.121, -0.866], [-3.644, 0.927, 0.309], [4.945, 2.483, -0.881], [2.049, 1.482, 1.700], [-2.422, 2.006, 0.181], [-1.702, 0.564, -1.874], [4.115, 0.246, 0.642], [-1.512, -1.981, 1.176], [-0.100, 0.265, 0.318]],
  "forces_ev_per_angstrom": [[-0.41, 0.19, -0.18], [1.42, -0.88, 5.31], [-1.78, 0.80, 1.35], [1.86, 1.61, 1.39], [1.44, -1.88, -1.65], [0.60, -2.26, -2.87], [2.26, 0.12, 2.58], [0.17, 2.10, -1.89], [-0.04, 1.40, 1.75], [-0.30, -0.05, 0.18], [1.11, -1.30, -0.90], [-0.48, 0.72, -0.39], [-1.76, 1.04, 0.99], [0.08, -0.19, 0.55], [-2.21, -0.16, -0.98], [0.55, 1.34, -0.24], [-2.78, 0.13, 0.42], [-1.21, 1.06, -5.28], [-0.06, -1.17, -1.37], [0.52, -1.02, -0.43], [0.70, 0.11, -0.02], [-1.02, -0.45, -0.26], [0.57, -1.23, 0.90], [0.77, -0.03, 1.02]],
  "nbo_charge": [0.16, -0.22, -0.51, -0.30, -0.22, -0.46, -0.40, -0.46, -0.19, 0.29, -0.24, 0.24, 0.23, 0.23, 0.23, 0.24, 0.23, 0.24, 0.28, 0.22, 0.20, 0.49, 0.22, 0.50]
}

{
  "formula": "C2H16O5",
  "method": "ωB97M-V with the def2-TZVPD basis set",
  "charge": 1,
  "gap_ha": [0.4239, 0.0911],
  "lumo_ev": [-3.0, -11.3],
  "spin_multiplicity": 2,
  "elements": ["O", "O", "O", "O", "O", "C", "C", "H", "H", "H", "H", "H", "H", "H", "H", "H", "H", "H", "H", "H", "H", "H", "H"],
  "xyz": [[-2.519, -2.527, -0.186], [-0.586, -0.129, -2.925], [2.777, 3.176, -0.270], [3.218, 2.346, -2.744], [-1.174, 0.913, 0.268], [-1.183, -1.041, 2.615], [0.237, -1.445, 2.079], [2.853, 1.533, -3.129], [2.294, 2.506, -0.864], [0.820, -0.556, 1.741], [-1.808, -0.420, 1.939], [-1.446, 0.043, -2.209], [-0.504, -1.037, -2.925], [-2.158, -1.888, -0.875], [-1.266, -0.730, 3.632], [0.264, -1.988, 1.087], [-1.766, -1.969, 2.731], [-3.024, -3.109, -0.724], [-1.036, 1.029, 1.288], [4.032, 2.142, -2.352], [-2.007, 1.433, 0.089], [0.956, -2.071, 2.662], [3.028, 3.789, -0.933]],
  "forces_ev_per_angstrom": [[1.52, 2.21, -0.87], [-4.10, 3.99, 3.33], [-1.36, -2.61, 0.18], [-2.27, 0.39, -0.64], [-0.81, 1.11, 2.36], [1.37, -0.97, -1.15], [-0.32, -0.37, -0.37], [0.22, 0.18, 0.04], [0.55, 0.95, 1.02], [-0.11, 0.21, 0.15], [0.49, -0.69, 0.28], [3.94, -0.72, -3.26], [0.29, -3.25, -0.09], [-0.60, -1.14, 1.51], [0.59, 0.66, 0.84], [-0.75, 0.51, 0.52], [-0.29, -0.47, -0.50], [-0.86, -1.05, -0.56], [-0.32, -0.10, -2.85], [2.17, -0.77, 0.61], [1.22, -0.62, 0.29], [-1.12, 0.77, 0.37], [0.58, 1.76, -1.22]],
  "lowdin_spin": [0.01, 0.00, 0.42, 0.08, 0.12, 0.10, 0.11, 0.00, 0.00, 0.05, 0.01, 0.00, 0.00, 0.00, 0.01, 0.03, 0.06, 0.00, 0.00, 0.00, 0.00, 0.00, 0.01]
}

{
  "formula": "C16H26BrN4O3",
  "method": "ωB97M-V with the def2-TZVPD basis set",
  "charge": 1,
  "gap_ha": 0.2619,
  "lumo_ev": -3.1,
  "elements": ["Br", "O", "O", "O", "N", "N", "N", "N", "C", "C", "C", "C", "C", "C", "C", "C", "C", "C", "C", "C", "C", "C", "C", "C", "H", "H", "H", "H", "H", "H", "H", "H", "H", "H", "H", "H", "H", "H", "H", "H", "H", "H", "H", "H", "H", "H", "H", "H", "H", "H"],
  "xyz": [[2.623, 0.990, -0.208], [3.813, 1.171, 1.536], [5.557, -0.268, 1.527], [5.396, 1.260, 3.145], [-5.318, -0.185, -1.037], [-1.202, 0.967, -0.279], [0.981, 0.713, -1.197], [0.333, -0.535, 0.806], [-1.620, 1.922, -1.335], [-4.802, 1.191, -0.951], [6.797, -0.281, 2.243], [-4.074, 1.676, -2.262], [0.167, -1.865, 0.094], [1.200, -1.870, -1.092], [-0.020, 0.423, -0.215], [-6.201, -2.237, -0.236], [-6.119, -2.276, -1.735], [7.513, 0.979, 4.321], [1.175, -0.560, -1.969], [4.835, 0.757, 2.028], [-5.559, -1.007, -2.136], [-5.675, -0.921, 0.101], [-2.581, 1.203, -2.393], [6.391, 0.311, 3.560], [-5.642, -0.634, 1.174], [0.392, -0.672, -2.775], [8.165, 1.547, 3.653], [2.248, -2.131, -0.765], [-0.349, -0.477, 1.569], [-4.207, 1.380, -0.016], [8.122, 0.237, 4.840], [-6.587, -3.018, 0.456], [0.889, -2.719, -1.772], [-2.462, 0.089, -2.403], [-2.271, 2.687, -0.821], [-4.703, 1.457, -3.168], [0.246, -2.739, 0.782], [7.516, 0.331, 1.692], [-4.049, 2.805, -2.193], [5.894, -0.426, 4.199], [7.187, -1.294, 2.334], [2.159, -0.485, -2.512], [-5.718, 1.850, -0.854], [-6.447, -3.124, -2.382], [-1.890, 0.715, 0.434], [-0.764, 2.420, -1.850], [-5.373, -0.745, -3.197], [7.116, 1.685, 5.052], [-2.220, 1.566, -3.402], [-0.861, -1.859, -0.388]],
  "forces_ev_per_angstrom": [[-1.93, -0.06, -1.01], [2.17, 0.47, 1.99], [-0.65, 0.54, -0.05], [-0.78, -0.24, -0.79], [0.04, -2.05, 1.27], [0.93, 0.40, -0.27], [-1.01, -1.09, -0.02], [-1.96, 0.73, -1.15], [-1.88, 0.17, -0.40], [-1.23, 1.04, -1.11], [0.39, -0.48, -0.04], [0.21, 0.40, 0.81], [0.12, 0.33, -1.52], [0.04, -1.08, -0.24], [1.68, -0.68, 0.88], [1.32, 2.81, -2.33], [0.68, 1.89, 1.92], [0.02, 0.36, -0.05], [0.21, -1.03, -0.90], [0.50, -0.08, 0.13], [-0.96, -2.08, -0.30], [-1.31, -2.91, 0.26], [0.31, 0.71, -0.92], [0.92, 0.10, 0.79], [0.29, 0.60, -1.24], [0.50, 0.35, 0.94], [-0.07, -0.05, -0.02], [-1.16, 0.53, -0.04], [0.26, -0.06, -0.16], [-0.38, -0.56, -0.88], [-0.10, 0.00, -0.03], [0.47, 0.95, -0.69], [0.38, 0.87, 0.65], [-0.15, 0.90, 0.23], [0.99, -0.59, -0.43], [0.76, -0.04, 0.92], [0.16, 0.93, -0.45], [-0.03, 0.06, 0.15], [-0.05, -1.13, -0.12], [-0.05, 0.00, -0.13], [-0.23, -0.01, -0.15], [-1.09, 0.09, 0.58], [1.02, -0.53, 0.04], [0.49, 1.14, 0.55], [0.25, 0.03, -0.40], [-0.51, -0.75, 0.86], [-0.05, 0.19, 1.16], [-0.03, -0.18, 0.05], [-0.37, -0.54, 0.96], [0.88, -0.38, 0.66]],
  "nbo_charge": [0.33, -0.62, -0.47, -0.46, -0.37, -0.50, -0.61, -0.62, -0.24, -0.20, -0.10, -0.41, -0.23, -0.45, 0.76, -0.29, -0.30, -0.63, -0.25, 1.02, -0.09, -0.10, -0.43, 0.06, 0.22, 0.21, 0.22, 0.24, 0.38, 0.19, 0.23, 0.24, 0.24, 0.22, 0.22, 0.24, 0.25, 0.20, 0.22, 0.19, 0.22, 0.25, 0.22, 0.24, 0.43, 0.27, 0.22, 0.24, 0.24, 0.18]
}